No. 1
Here is 11 unconnected molecules or ions with the total composition C65H146N6O11 at a distorted geometry from the Open Molecules 2025 dataset. Energies are from ωB97M-V/def2-TZVPD.

Each atom is followed by the atoms it is bonded to, with distances in Å.
Positions of all 228 atoms, in Å:
1 C -1.18528 -5.44061 -4.49927  C2 1.509, H12 1.090, H13 1.090, H14 1.090
2 C -0.63598 -4.36798 -3.59102  C1 1.509, C3 1.608, C4 1.558, N10 1.484
3 C 0.04952 -4.98498 -2.27360  C2 1.608, H15 1.090, H16 1.090, H17 1.090
4 C 0.51108 -3.56277 -4.27109  C2 1.558, C5 1.538, H18 1.090, H19 1.090
5 C 0.03364 -2.49400 -5.26855  C4 1.538, C6 1.477, H20 1.090, H21 1.090
6 C -0.87051 -1.54825 -4.58345  C5 1.477, C7 1.596, H22 1.090, H23 1.090
7 C -2.15976 -2.21591 -3.92128  C6 1.596, C8 1.556, C9 1.559, N10 1.455
8 C -2.82795 -1.16501 -2.98774  C7 1.556, H24 1.090, H25 1.090, H26 1.090
9 C -3.21787 -2.59223 -5.00241  C7 1.559, H27 1.090, H28 1.090, H29 1.090
10 N -1.69977 -3.40267 -3.21674  C2 1.484, C7 1.455, O11 1.391
11 O -2.67474 -3.99690 -2.42277  N10 1.391, H30 0.960
12 H -0.39109 -6.14119 -4.75722  C1 1.090
13 H -1.95259 -6.05851 -4.03286  C1 1.090
14 H -1.66638 -4.92421 -5.32992  C1 1.090
15 H 1.00579 -5.46868 -2.47285  C3 1.090
16 H 0.10712 -4.16963 -1.55250  C3 1.090
17 H -0.55646 -5.77332 -1.82705  C3 1.090
18 H 1.20708 -3.26149 -3.48819  C4 1.090
19 H 1.04034 -4.25659 -4.92424  C4 1.090
20 H 0.95628 -2.06177 -5.65584  C5 1.090
21 H -0.46501 -2.94076 -6.12870  C5 1.090
22 H -1.28303 -0.95790 -5.40164  C6 1.090
23 H -0.30547 -0.92950 -3.88633  C6 1.090
24 H -3.43410 -1.69121 -2.25032  C8 1.090
25 H -3.55068 -0.46395 -3.40520  C8 1.090
26 H -2.06904 -0.67036 -2.38154  C8 1.090
27 H -3.66894 -1.72780 -5.48965  C9 1.090
28 H -3.88287 -3.37303 -4.63331  C9 1.090
29 H -2.77253 -3.22569 -5.76956  C9 1.090
30 H -2.36619 -3.77666 -1.54079  O11 0.960
31 C 2.58936 3.31938 -0.42323  C32 1.532, H42 1.090, H43 1.090, H44 1.090
32 C 3.80937 2.99359 0.44453  C31 1.532, C33 1.576, C34 1.595, N40 1.493
33 C 4.41023 1.64608 -0.10874  C32 1.576, H45 1.090, H46 1.090, H47 1.090
34 C 4.87020 4.18075 0.34271  C32 1.595, C35 1.537, H48 1.090, H49 1.090
35 C 5.85457 4.23372 1.52187  C34 1.537, C36 1.430, H50 1.090, H51 1.090
36 C 5.13040 4.29624 2.75299  C35 1.430, C37 1.566, H52 1.090, H53 1.090
37 C 4.15965 3.09004 2.98589  C36 1.566, C38 1.621, C39 1.539, N40 1.439
38 C 4.93804 1.81673 3.61752  C37 1.621, H54 1.090, H55 1.090, H56 1.090
39 C 3.17861 3.44633 4.11634  C37 1.539, H57 1.090, H58 1.090, H59 1.090
40 N 3.32756 2.81031 1.84543  C32 1.493, C37 1.439, O41 1.439
41 O 2.46009 1.67270 1.99810  N40 1.439, H60 0.960
42 H 2.87181 3.48192 -1.46337  C31 1.090
43 H 1.99747 2.41307 -0.55119  C31 1.090
44 H 2.09288 4.18638 0.01257  C31 1.090
45 H 4.83342 1.87768 -1.08618  C33 1.090
46 H 5.28301 1.37041 0.48317  C33 1.090
47 H 3.76811 0.76586 -0.14011  C33 1.090
48 H 5.59119 4.01243 -0.45726  C34 1.090
49 H 4.39804 5.11778 0.04754  C34 1.090
50 H 6.38480 3.28256 1.47446  C35 1.090
51 H 6.56414 5.05615 1.43126  C35 1.090
52 H 4.55374 5.22006 2.79915  C36 1.090
53 H 5.96129 4.33877 3.45720  C36 1.090
54 H 5.36838 2.27155 4.50973  C38 1.090
55 H 5.76470 1.48075 2.99155  C38 1.090
56 H 4.19684 1.06099 3.87749  C38 1.090
57 H 2.53444 4.29050 3.87029  C39 1.090
58 H 3.70945 3.66504 5.04287  C39 1.090
59 H 2.55415 2.61784 4.45064  C39 1.090
60 H 3.14638 1.00270 2.03939  O41 0.960
61 C -0.07332 1.80607 -5.95918  C62 1.520, H72 1.090, H73 1.090, H74 1.090
62 C 1.42983 2.02254 -5.89754  C61 1.520, C63 1.581, C64 1.592, N70 1.479
63 C 1.81815 2.79034 -4.57059  C62 1.581, H75 1.090, H76 1.090, H77 1.090
64 C 2.12380 0.60137 -5.71652  C62 1.592, C65 1.483, H78 1.090, H79 1.090
65 C 2.22609 -0.18575 -6.96891  C64 1.483, C66 1.555, H80 1.090, H81 1.090
66 C 2.99005 0.65099 -8.03409  C65 1.555, C67 1.567, H82 1.090, H83 1.090
67 C 2.26168 2.00746 -8.32719  C66 1.567, C68 1.510, C69 1.581, N70 1.486
68 C 3.31168 2.78296 -9.08532  C67 1.510, H84 1.090, H85 1.090, H86 1.090
69 C 1.03907 1.79490 -9.30611  C67 1.581, H87 1.090, H88 1.090, H89 1.090
70 N 1.94981 2.74755 -7.07663  C62 1.479, C67 1.486, O71 1.366
71 O 1.45374 4.01157 -7.22985  N70 1.366, H90 0.960
72 H -0.50388 2.78418 -6.17372  C61 1.090
73 H -0.42033 1.15118 -6.75844  C61 1.090
74 H -0.34616 1.49202 -4.95169  C61 1.090
75 H 1.58184 2.25183 -3.65285  C63 1.090
76 H 2.84089 3.15967 -4.64606  C63 1.090
77 H 1.30774 3.75244 -4.52651  C63 1.090
78 H 3.17879 0.78082 -5.50941  C64 1.090
79 H 1.85184 0.01988 -4.83561  C64 1.090
80 H 2.64565 -1.17380 -6.77963  C65 1.090
81 H 1.20258 -0.42733 -7.25556  C65 1.090
82 H 3.04904 -0.02368 -8.88816  C66 1.090
83 H 3.96981 0.78056 -7.57433  C66 1.090
84 H 2.93304 3.75714 -9.39469  C68 1.090
85 H 3.67857 2.23637 -9.95408  C68 1.090
86 H 4.12592 2.89434 -8.36928  C68 1.090
87 H 0.12184 1.43436 -8.84051  C69 1.090
88 H 1.30745 1.09674 -10.09898  C69 1.090
89 H 0.75723 2.76463 -9.71636  C69 1.090
90 H 2.23870 4.56416 -7.22068  O71 0.960
91 C -5.57329 3.08393 0.06570  C92 1.636, H102 1.090, H103 1.090, H104 1.090
92 C -4.75218 1.98673 -0.82775  C91 1.636, C93 1.481, C94 1.553, N100 1.522
93 C -4.53000 0.76145 -0.02620  C92 1.481, H105 1.090, H106 1.090, H107 1.090
94 C -5.57775 1.58783 -2.08119  C92 1.553, C95 1.593, H108 1.090, H109 1.090
95 C -5.38039 2.57415 -3.31664  C94 1.593, C96 1.508, H110 1.090, H111 1.090
96 C -3.91605 2.74276 -3.63331  C95 1.508, C97 1.550, H112 1.090, H113 1.090
97 C -3.06318 3.21508 -2.42796  C96 1.550, C98 1.568, C99 1.560, N100 1.499
98 C -1.56623 2.94686 -2.80835  C97 1.568, H114 1.090, H115 1.090, H116 1.090
99 C -3.27130 4.75102 -2.24728  C97 1.560, H117 1.090, H118 1.090, H119 1.090
100 N -3.34236 2.44622 -1.17170  C92 1.522, C97 1.499, O101 1.377
101 O -2.60857 2.89384 -0.09610  N100 1.377, H120 0.960
102 H -6.62661 2.80383 0.05315  C91 1.090
103 H -5.32216 3.15007 1.12431  C91 1.090
104 H -5.52920 4.08879 -0.35431  C91 1.090
105 H -3.74960 0.13611 -0.45982  C93 1.090
106 H -4.34459 1.03986 1.01120  C93 1.090
107 H -5.40218 0.13524 0.16158  C93 1.090
108 H -5.33698 0.55544 -2.33475  C94 1.090
109 H -6.61694 1.41930 -1.79870  C94 1.090
110 H -5.95035 2.15436 -4.14551  C95 1.090
111 H -5.85026 3.52346 -3.05948  C95 1.090
112 H -3.94516 3.54134 -4.37460  C96 1.090
113 H -3.56795 1.86931 -4.18469  C96 1.090
114 H -1.31716 1.88775 -2.74239  C98 1.090
115 H -0.91362 3.38900 -2.05554  C98 1.090
116 H -1.25295 3.28213 -3.79707  C98 1.090
117 H -4.31833 4.92563 -1.99961  C99 1.090
118 H -2.99657 5.21151 -3.19627  C99 1.090
119 H -2.58001 5.14412 -1.50183  C99 1.090
120 H -1.91873 2.23013 -0.02377  O101 0.960
121 C -3.82083 3.15509 3.66487  C122 1.549, H132 1.090, H133 1.090, H134 1.090
122 C -3.52763 4.66635 3.83460  C121 1.549, C123 1.531, C124 1.538, N130 1.504
123 C -4.83889 5.42042 3.59568  C122 1.531, H135 1.090, H136 1.090, H137 1.090
124 C -3.14322 4.95774 5.29512  C122 1.538, C125 1.544, H138 1.090, H139 1.090
125 C -1.72511 4.47883 5.67344  C124 1.544, C126 1.570, H140 1.090, H141 1.090
126 C -0.72364 5.21251 4.71192  C125 1.570, C127 1.567, H142 1.090, H143 1.090
127 C -1.01937 4.97595 3.19098  C126 1.567, C128 1.555, C129 1.550, N130 1.501
128 C -0.16537 6.05153 2.46166  C127 1.555, H144 1.090, H145 1.090, H146 1.090
129 C -0.61028 3.55357 2.73091  C127 1.550, H147 1.090, H148 1.090, H149 1.090
130 N -2.47254 5.25096 2.93700  C122 1.504, C127 1.501, O131 1.418
131 O -2.84069 5.14790 1.57132  N130 1.418, H150 0.960
132 H -3.65978 2.89101 2.61968  C121 1.090
133 H -3.12316 2.59345 4.28609  C121 1.090
134 H -4.73955 2.80681 4.13684  C121 1.090
135 H -4.75124 6.49673 3.44738  C123 1.090
136 H -5.36169 5.02492 2.72484  C123 1.090
137 H -5.43394 5.28502 4.49883  C123 1.090
138 H -3.16628 6.04675 5.33550  C124 1.090
139 H -3.90385 4.62398 6.00092  C124 1.090
140 H -1.64435 4.78519 6.71638  C125 1.090
141 H -1.52329 3.40798 5.69899  C125 1.090
142 H 0.26333 4.86944 5.02224  C126 1.090
143 H -0.87215 6.27058 4.92764  C126 1.090
144 H -0.32889 7.02699 2.91977  C128 1.090
145 H -0.35752 6.02077 1.38918  C128 1.090
146 H 0.88057 5.81753 2.66001  C128 1.090
147 H -0.78261 3.50340 1.65579  C129 1.090
148 H -1.27923 2.80469 3.15492  C129 1.090
149 H 0.42049 3.26058 2.93033  C129 1.090
150 H -2.80689 4.21490 1.34777  O131 0.960
151 C 1.14417 -8.50886 0.77759  C152 1.606, H162 1.090, H163 1.090, H164 1.090
152 C 0.46330 -7.89836 2.09838  C151 1.606, C153 1.549, C154 1.540, N160 1.481
153 C -1.07229 -8.07936 2.00724  C152 1.549, H165 1.090, H166 1.090, H167 1.090
154 C 0.99499 -8.71046 3.29455  C152 1.540, C155 1.529, H168 1.090, H169 1.090
155 C 0.63763 -7.99829 4.59999  C154 1.529, C156 1.564, H170 1.090, H171 1.090
156 C 1.26738 -6.56874 4.68334  C155 1.564, C157 1.523, H172 1.090, H173 1.090
157 C 0.72626 -5.71377 3.54519  C156 1.523, C158 1.532, C159 1.533, N160 1.488
158 C -0.63552 -5.17358 3.99279  C157 1.532, H174 1.090, H175 1.090, H176 1.090
159 C 1.65979 -4.51522 3.33780  C157 1.533, H177 1.090, H178 1.090, H179 1.090
160 N 0.73037 -6.44966 2.25214  C152 1.481, C157 1.488, O161 1.393
161 O 0.40354 -5.66693 1.14667  N160 1.393, H180 0.960
162 H 1.12213 -9.59860 0.78710  C151 1.090
163 H 0.73950 -8.05308 -0.12607  C151 1.090
164 H 2.19527 -8.23466 0.68765  C151 1.090
165 H -1.27600 -9.13046 2.21167  C153 1.090
166 H -1.68809 -7.44957 2.64931  C153 1.090
167 H -1.35889 -7.89112 0.97258  C153 1.090
168 H 0.58504 -9.70929 3.44408  C154 1.090
169 H 2.05942 -8.90534 3.16375  C154 1.090
170 H -0.43661 -8.04111 4.77961  C155 1.090
171 H 0.95998 -8.56486 5.47360  C155 1.090
172 H 2.34471 -6.73445 4.68033  C156 1.090
173 H 0.98140 -6.23693 5.68145  C156 1.090
174 H -0.62556 -4.57188 4.90162  C158 1.090
175 H -1.37340 -5.94025 4.22913  C158 1.090
176 H -1.04582 -4.60191 3.16036  C158 1.090
177 H 1.50358 -3.95860 2.41375  C159 1.090
178 H 2.62054 -4.97524 3.10663  C159 1.090
179 H 1.85371 -3.85040 4.17953  C159 1.090
180 H 1.25445 -5.49614 0.73634  O161 0.960
181 C 0.72647 -0.22386 -1.34045  C182 1.600, H185 1.090, H186 1.090, H187 1.090
182 C -0.00374 -0.17662 0.08225  C181 1.600, C183 1.592, O184 1.367, H188 1.090
183 C 0.80122 -1.07267 1.12286  C182 1.592, H189 1.090, H190 1.090, H191 1.090
184 O -0.24024 1.09426 0.52651  C182 1.367, H192 0.960
185 H 0.75104 -1.24633 -1.71735  C181 1.090
186 H 1.78075 0.03604 -1.24529  C181 1.090
187 H 0.28014 0.41172 -2.10525  C181 1.090
188 H -0.99573 -0.61144 -0.04017  C182 1.090
189 H 1.82579 -0.70518 1.18036  C183 1.090
190 H 0.93169 -2.14329 0.96523  C183 1.090
191 H 0.41071 -0.94674 2.13269  C183 1.090
192 H 0.61342 1.46788 0.75729  O184 0.960
193 C -3.43063 -2.73798 3.48619  C194 1.528, H197 1.090, H198 1.090, H199 1.090
194 C -2.24427 -1.81171 3.75140  C193 1.528, C195 1.565, O196 1.394, H200 1.090
195 C -2.57630 -0.55784 2.87633  C194 1.565, H201 1.090, H202 1.090, H203 1.090
196 O -2.20620 -1.44937 5.09652  C194 1.394, H204 0.960
197 H -3.79232 -2.74916 2.45801  C193 1.090
198 H -4.36405 -2.53572 4.01147  C193 1.090
199 H -3.04943 -3.70649 3.80989  C193 1.090
200 H -1.30495 -2.20190 3.35957  C194 1.090
201 H -3.46259 -0.02393 3.21916  C195 1.090
202 H -2.81441 -0.76748 1.83352  C195 1.090
203 H -1.75844 0.16256 2.89135  C195 1.090
204 H -2.95784 -1.90985 5.47676  O196 0.960
205 C 1.49189 -0.78881 5.46775  C206 1.459, H209 1.090, H210 1.090, H211 1.090
206 C 0.57735 -0.28520 6.48680  C205 1.459, C207 1.533, O208 1.380, H212 1.090
207 C -0.20605 0.96297 6.06488  C206 1.533, H213 1.090, H214 1.090, H215 1.090
208 O -0.34731 -1.20005 6.94689  C206 1.380, H216 0.960
209 H 1.80519 -1.83136 5.52270  C205 1.090
210 H 2.34324 -0.10897 5.43450  C205 1.090
211 H 1.05647 -0.66228 4.47654  C205 1.090
212 H 1.07936 -0.19506 7.45012  C206 1.090
213 H -0.81937 0.71727 5.19795  C207 1.090
214 H 0.38719 1.79475 5.68500  C207 1.090
215 H -0.85310 1.36498 6.84451  C207 1.090
216 H -1.02549 -1.25485 6.26963  O208 0.960
217 C 3.70069 -3.69228 -0.29298  O218 1.419, H219 1.090, H220 1.090, H221 1.090
218 O 3.16260 -4.93852 0.11885  C217 1.419, H222 0.960
219 H 4.06926 -3.74616 -1.31736  C217 1.090
220 H 2.86653 -3.02131 -0.08788  C217 1.090
221 H 4.49051 -3.38945 0.39446  C217 1.090
222 H 3.84844 -5.60656 0.04848  O218 0.960
223 C 4.40044 -1.85942 3.23251  O224 1.398, H225 1.090, H226 1.090, H227 1.090
224 O 4.49602 -1.14244 2.03571  C223 1.398, H228 0.960
225 H 3.88508 -1.21278 3.94269  C223 1.090
226 H 3.72277 -2.67036 2.96559  C223 1.090
227 H 5.40565 -2.14807 3.53965  C223 1.090
228 H 5.35684 -1.25391 1.62563  O224 0.960

Summary:
Strongest force on any atom in eV/A: 4.37
Total charge: 0
ΔE to the lowest compared entry with this formula, charge and spin in eV: 2.140
2S+1: 1
Orbital gap in eV: 7.873



No. 2
Here is 2 unconnected molecules or ions with the total composition C6H5Br2NO2 at a distorted geometry from the Open Molecules 2025 dataset. Energies are from ωB97M-V/def2-TZVPD.

Each atom is followed by the atoms it is bonded to, with distances in Å.
Positions of all 16 atoms, in Å:
1 C -0.62788 -2.30342 -0.15911  C2 1.301, C3 1.476, H12 1.048
2 C -0.33087 -1.90794 1.04454  C1 1.301, C4 1.574, H13 1.077
3 C -0.61247 -1.10693 -1.02259  C1 1.476, N7 1.371, O8 1.239
4 C -0.53226 -0.34772 1.09272  C2 1.574, N7 1.390, O9 1.219
5 C 1.46007 1.84495 -0.00353  Br10 1.864, H14 1.000, H15 1.159
6 C -0.48712 1.31845 -0.71210  N7 1.391, Br11 1.870, H16 1.095
7 N -0.65386 0.01996 -0.24223  C3 1.371, C4 1.390, C6 1.391
8 O -0.60623 -1.15433 -2.26107  C3 1.239
9 O -0.56831 0.29749 2.12648  C4 1.219
10 Br 2.38524 0.27637 0.39479  C5 1.864
11 Br -1.53117 2.65622 0.07243  C6 1.870
12 H -0.93697 -3.22612 -0.54907  C1 1.048
13 H 0.06226 -2.39487 1.92069  C2 1.077
14 H 1.18553 2.25807 0.86491  C5 1.000
15 H 2.07212 2.44892 -0.78021  C5 1.159
16 H -0.27809 1.32091 -1.78664  C6 1.095

Summary:
Strongest force on any atom in eV/A: 5.53
Total charge: 0
ΔE to the lowest compared entry with this formula, charge and spin in eV: 0.000
2S+1: 1
Orbital gap in eV: 8.439